Molecular formula: C90H194N14O14
Method: DFT, ωB97M-V with the def2-TZVPD basis set

Summary:
Largest force on an atom   4.4 eV Å⁻¹
M   1696.63 g mol⁻¹
E_HOMO   -7.8 eV
E_LUMO   0.3 eV
Total energy   -145986.059 eV
Gap between HOMO and LUMO   8.2 eV
Energy above the lowest of the compared OMol25 structures with the same formula, charge and spin   301.8 kJ/mol

Geometry as XYZ:
```
312
Properties=species:S:1:pos:R:3:forces:R:3:mulliken_charge:R:1
C 3.26832 1.42086 -3.32349 -0.44 -2.08 0.55 0.098
O 3.28099 1.38117 -2.09454 0.05 1.34 -0.98 -0.336
N 3.23512 0.26511 -4.02988 -1.02 0.10 -2.49 0.455
C 3.20841 0.20858 -5.49658 0.57 0.13 -0.40 -0.968
C 3.11743 -1.02885 -3.46409 1.29 -0.89 1.42 -0.630
H 3.21983 2.23373 -4.06449 0.26 0.77 0.78 0.171
H 4.00991 -0.40984 -5.90061 0.56 -0.02 0.45 0.339
H 3.34392 1.17438 -5.98338 -0.22 0.21 0.33 0.345
H 2.35219 -0.29222 -5.94844 -0.59 0.30 0.59 0.271
H 3.97851 -1.59159 -3.82460 0.08 -0.37 0.17 0.719
H 3.20926 -0.92943 -2.38252 -0.02 -0.12 -0.06 -0.616
H 2.24596 -1.64902 -3.67393 -0.42 0.60 -0.37 0.296
C -6.34911 2.42312 0.27398 0.48 -1.53 1.68 0.075
O -6.68866 1.93231 -0.78056 0.28 0.17 -0.23 -0.566
N -5.66945 1.70835 1.27950 -1.88 1.18 -1.69 0.266
C -5.31937 0.33205 1.09062 1.26 0.46 -1.28 -0.820
C -5.63310 2.13077 2.66193 -0.47 0.86 -0.74 -0.806
H -6.59181 3.45839 0.55949 0.14 0.02 0.09 0.355
H -5.12561 0.20606 0.02541 0.10 -0.20 -0.01 -0.173
H -6.02612 -0.44962 1.36916 -0.21 0.28 0.51 0.351
H -4.36274 0.30718 1.61250 0.05 -1.09 0.05 0.523
H -6.43633 2.84932 2.82508 -0.17 -0.18 0.35 0.436
H -5.78111 1.20113 3.21146 0.25 0.58 0.69 0.415
H -4.72671 2.70629 2.84992 0.26 -0.65 0.64 -0.056
C -5.65487 1.75368 -5.86846 1.26 -0.77 1.04 -0.042
O -5.31373 2.83982 -5.39177 -0.87 -0.54 -0.99 -0.572
N -5.76023 0.62409 -5.13647 -0.24 -1.69 1.90 0.385
C -5.70792 -0.75996 -5.75018 -0.32 1.14 0.73 -1.003
C -5.64405 0.67667 -3.60428 -0.27 0.57 -0.54 -1.661
H -5.74398 1.45189 -6.92354 -0.22 0.88 -0.28 0.366
H -6.32041 -1.41749 -5.13325 0.35 -0.03 0.24 0.335
H -4.66500 -1.07346 -5.79645 -0.10 -0.26 0.12 0.404
H -6.15272 -0.87048 -6.73914 0.10 0.73 -0.14 0.345
H -5.81371 1.70038 -3.27062 0.23 0.02 -0.32 0.442
H -6.35970 0.11847 -3.00066 -0.74 -0.34 -0.98 0.543
H -4.72004 0.32290 -3.14696 0.65 0.15 -0.85 0.559
C -5.77945 6.27167 1.81227 2.34 1.10 -0.27 -0.102
O -6.08389 5.58896 2.75243 -0.73 -1.10 0.55 -0.486
N -4.63853 6.10511 1.05952 0.41 0.01 -0.17 0.465
C -4.15213 7.15136 0.17380 -1.11 0.11 -1.30 -1.017
C -3.73144 4.94034 1.15430 -0.84 -0.03 -0.52 0.735
H -6.25582 7.24172 1.60186 -0.31 -0.16 -0.32 0.292
H -3.85010 6.68272 -0.76282 0.47 -0.02 0.03 0.318
H -3.39545 7.86194 0.50640 0.24 -0.60 0.53 0.292
H -4.94540 7.81418 -0.17187 -0.48 -0.12 0.33 0.400
H -2.69302 5.26000 1.06709 0.04 0.17 1.17 -0.301
H -4.06203 4.28552 1.96054 0.68 0.51 0.40 -1.008
H -3.74685 4.27846 0.28841 -0.82 0.16 -0.57 0.631
C 0.94869 8.27432 0.26629 -1.00 1.74 -0.58 -0.127
O 1.50696 8.01552 -0.77106 0.97 -0.49 -0.43 -0.519
N 0.07333 7.50150 0.89714 0.23 -0.46 0.37 0.446
C -0.84723 8.04976 1.91518 0.98 -1.30 -0.44 -0.695
C -0.01853 6.10737 0.45168 -1.48 0.81 0.10 -0.525
H 0.94179 9.29214 0.68605 0.43 0.16 0.18 0.297
H -1.87402 7.88158 1.59033 0.08 -0.03 0.29 -0.041
H -0.69538 9.11548 2.08630 0.22 -0.15 -0.16 0.420
H -0.59937 7.47384 2.80679 -0.63 0.28 0.44 0.299
H 0.81479 5.78439 -0.17231 0.25 0.22 0.61 0.111
H -0.25087 5.50315 1.32862 0.39 -0.35 -0.12 -0.193
H -0.88406 6.08024 -0.21030 -0.27 -0.43 -0.17 0.408
C 2.72641 -0.11937 6.56711 0.96 0.40 0.45 0.119
O 3.40691 -0.93660 7.13982 0.53 -0.81 0.66 -0.596
N 1.82979 -0.40808 5.65020 -0.95 -0.13 -1.79 0.288
C 0.98881 0.56677 5.05066 0.05 0.93 0.79 -0.602
C 1.46490 -1.74897 5.27536 0.60 0.06 1.19 -0.834
H 2.87462 0.95303 6.76760 -0.27 0.22 -0.17 0.324
H 1.52915 1.50378 5.18540 -0.55 0.45 -0.31 0.430
H 0.06130 0.55441 5.62310 -0.44 0.49 -0.32 0.571
H 0.78393 0.35168 4.00192 0.16 0.06 0.04 -0.259
H 0.76733 -2.08689 6.04172 -0.11 -0.61 -0.11 0.416
H 0.95710 -1.70558 4.31185 0.42 -0.39 -0.03 0.165
H 2.41185 -2.28385 5.34808 -0.41 -0.73 -0.45 0.154
C 6.79593 -4.23540 -0.71368 -1.53 -0.30 -0.02 -1.643
C 5.57886 -5.27732 -0.74366 1.67 -0.97 0.15 1.639
C 5.73184 -6.32568 0.46879 -0.36 0.78 -0.16 -0.807
C 4.47314 -7.14535 0.75611 -0.44 0.70 -0.44 -1.167
C 3.17237 -6.27602 0.87985 1.18 -1.42 -0.22 -0.915
C 2.98502 -5.27319 -0.26159 -0.24 -0.55 -1.67 2.683
N 4.28080 -4.59074 -0.57183 0.13 -0.13 2.05 0.841
O 4.10083 -3.49887 -1.42603 -0.14 -0.16 -0.56 -0.318
C 2.50101 -6.05929 -1.53619 -1.12 -1.02 -0.17 -1.638
C 1.79673 -4.33430 0.16982 0.88 0.02 -0.12 -1.374
C 5.74030 -6.08246 -2.07274 -1.66 -0.30 -0.55 -1.624
H 7.74954 -4.70822 -0.94855 -0.13 -0.32 0.43 0.517
H 6.81921 -3.69941 0.23515 0.21 -0.11 0.18 0.145
H 6.68290 -3.47457 -1.48599 -0.32 -0.06 -0.13 0.265
H 6.54293 -7.03627 0.30974 0.18 0.18 -0.57 0.433
H 6.01789 -5.83653 1.39991 -0.09 0.59 -0.07 -0.174
H 4.61766 -7.72026 1.67082 -0.02 0.07 0.11 0.564
H 4.35579 -7.89299 -0.02834 -0.19 0.01 -0.17 0.360
H 3.12667 -5.87325 1.89168 0.03 0.58 -0.19 0.545
H 2.36855 -7.00829 0.80405 -0.37 0.17 0.09 -0.021
H 2.57220 -5.64530 -2.54200 0.35 0.86 0.35 0.236
H 2.81514 -7.09019 -1.69952 1.20 -0.04 0.54 0.343
H 1.44891 -6.33122 -1.45118 -0.55 0.65 0.30 -0.126
H 0.95154 -4.96417 0.44731 0.24 -0.26 0.26 -0.838
H 2.08644 -3.73233 1.03110 0.02 0.03 0.10 0.167
H 1.36221 -3.67001 -0.57719 0.54 0.01 -0.39 0.751
H 6.70470 -6.21504 -2.56310 0.31 0.33 0.67 0.438
H 5.08430 -5.69120 -2.85034 0.09 0.65 -0.08 0.254
H 5.29473 -7.07369 -1.98880 0.23 -0.30 0.39 0.304
H 4.04843 -2.79014 -0.78061 -0.07 0.56 -0.26 0.113
C -0.62991 4.27401 -3.67949 -0.86 -0.65 0.19 -1.295
C -1.63819 4.17614 -4.88132 0.40 -0.09 1.11 1.351
C -0.99102 4.84745 -6.10088 -0.87 -0.02 -0.58 -1.047
C 0.02007 3.98815 -6.84341 -0.12 1.01 2.25 -0.426
C -0.52649 2.64289 -7.17000 0.04 0.04 -3.20 -1.749
C -1.19465 1.85921 -6.08053 -1.79 -1.58 0.30 2.273
N -2.04322 2.80157 -5.28155 0.28 0.06 -0.24 -0.228
O -2.88108 2.15348 -4.29252 1.86 0.23 -0.74 1.709
C -2.19484 0.80954 -6.67656 -1.06 0.73 -0.09 -2.415
C -0.17148 0.98891 -5.37854 -0.10 0.60 1.85 -0.579
C -2.94354 4.90551 -4.47340 0.14 0.46 -0.86 -2.055
H 0.22136 3.60055 -3.77898 0.17 0.13 -0.17 0.113
H -1.14066 3.97602 -2.76382 -0.16 -0.31 0.10 -0.106
H -0.30764 5.29159 -3.45868 0.15 0.10 -0.48 0.660
H -1.81436 5.07724 -6.77720 -0.09 0.08 -0.27 0.408
H -0.49760 5.79561 -5.88724 -0.24 0.06 0.55 0.393
H 0.80903 3.83266 -6.10756 0.52 -0.07 0.06 0.153
H 0.46321 4.66232 -7.57636 -0.09 -0.81 -0.74 0.455
H 0.27721 2.14962 -7.71665 0.44 -0.99 0.81 0.290
H -1.18488 2.64331 -8.03869 -0.80 0.79 0.12 0.537
H -3.05749 1.29395 -7.13403 0.34 0.54 -0.83 0.516
H -1.74741 0.08770 -7.35983 0.15 0.20 -0.03 0.572
H -2.79530 0.27135 -5.94314 0.89 -0.33 0.75 0.078
H -0.54847 0.73929 -4.38674 0.04 0.39 0.46 -0.480
H -0.04275 -0.02531 -5.75655 0.41 0.42 -0.85 0.470
H 0.71939 1.61159 -5.29652 0.50 -0.69 0.25 -0.050
H -2.73413 5.93074 -4.16817 0.26 -0.03 0.43 0.410
H -3.56535 4.39021 -3.74133 0.43 0.02 0.15 0.140
H -3.57887 5.05275 -5.34677 -0.04 -0.34 -0.20 0.464
H -3.74280 2.33946 -4.67258 -0.75 0.17 -0.02 -0.315
C -4.42482 -6.66602 2.98966 1.96 -0.56 -0.01 -1.734
C -4.32980 -7.03870 1.50065 -2.87 -0.66 -1.26 1.546
C -4.53646 -5.79882 0.63173 2.12 1.79 -0.73 -1.608
C -3.20067 -4.95059 0.44405 0.10 -2.19 1.20 -0.203
C -1.99583 -5.87411 0.10131 -1.32 -0.74 -0.17 1.507
C -1.82019 -7.20201 0.95787 0.26 1.75 0.40 2.038
N -3.18570 -7.86568 0.99562 1.16 1.74 -0.58 0.391
O -3.05871 -9.06386 1.69198 0.01 -0.45 1.40 -0.551
C -0.75449 -8.05427 0.25091 -0.12 -0.31 0.14 -1.809
C -1.12929 -6.81026 2.34406 -0.92 -0.33 -0.44 -1.832
C -5.64965 -7.86452 1.20318 0.59 -0.18 0.40 -1.809
H -4.32181 -7.61077 3.52346 -0.06 0.11 0.40 0.404
H -5.28819 -6.11783 3.36673 -0.23 -0.20 -0.67 0.397
H -3.54703 -6.05926 3.21200 0.03 0.06 0.39 0.359
H -4.93337 -5.99130 -0.36502 0.06 -0.52 0.00 0.399
H -5.26231 -5.13870 1.10659 -0.13 -0.14 0.15 0.472
H -2.93324 -4.57839 1.43301 -0.28 0.83 -0.03 0.393
H -3.24126 -4.17988 -0.32567 -0.35 0.08 0.35 0.212
H -1.10011 -5.25365 0.12967 0.20 -0.34 -0.03 -1.359
H -2.20024 -6.19695 -0.91952 0.45 -0.16 -0.32 -0.659
H -0.21439 -8.73572 0.90819 -0.61 -0.40 0.29 0.507
H -1.14257 -8.61763 -0.59769 0.05 0.17 -0.18 0.329
H 0.07884 -7.40975 -0.02881 -0.27 0.33 -0.52 0.306
H -1.15468 -5.73867 2.54193 -0.20 0.06 -0.02 0.262
H -1.61165 -7.32638 3.17415 0.09 -0.05 0.01 0.476
H -0.07833 -7.09896 2.32862 -0.05 -0.01 0.00 0.330
H -5.49512 -8.90038 1.50519 -0.21 0.02 0.19 0.430
H -5.99606 -7.87110 0.16971 0.49 0.10 -0.19 0.327
H -6.47122 -7.42993 1.77261 0.04 -0.10 0.17 0.398
H -3.12668 -9.79390 1.07228 -0.13 0.23 -0.42 0.350
C 5.13578 8.04560 -0.30853 0.44 -0.46 0.12 -1.630
C 5.34411 6.82672 0.67842 -2.85 0.70 -0.88 1.875
C 3.87574 6.18555 0.65950 0.66 -1.89 0.88 -1.176
C 3.82476 4.67806 0.93798 -0.15 -0.52 -1.58 -0.072
C 4.86705 3.93384 0.04511 -1.41 -0.41 0.69 -0.180
C 6.27220 4.44006 0.25183 1.48 0.01 1.05 2.138
N 6.35465 5.93952 0.16305 -1.83 -1.57 -1.67 0.288
O 7.60974 6.43555 0.40426 1.36 0.01 1.15 -0.520
C 6.73054 3.88575 1.65882 1.08 0.58 0.63 -2.110
C 7.27360 3.84638 -0.79408 -0.30 -0.35 0.90 -1.894
C 5.61455 7.30672 2.06877 0.42 0.50 1.54 -1.801
H 4.55047 7.78687 -1.19090 0.24 -0.49 -0.04 0.336
H 6.10171 8.40862 -0.65965 0.03 0.35 0.17 0.344
H 4.53557 8.85031 0.11608 0.32 0.09 0.46 0.370
H 3.21648 6.46387 1.48169 0.20 1.51 -0.19 0.035
H 3.35987 6.31100 -0.29247 0.28 0.38 0.07 0.306
H 2.80077 4.36783 0.72985 -0.26 -0.12 -1.26 -0.355
H 3.68513 4.33737 1.96391 1.67 0.36 0.64 0.378
H 4.61367 3.84554 -1.01135 -0.37 0.79 -0.14 0.246
H 4.77647 2.88915 0.34263 0.64 -0.26 0.12 -0.667
H 6.86178 2.82074 1.85020 -0.19 -0.31 -1.18 0.466
H 7.72797 4.27136 1.86991 0.13 0.30 -0.03 0.652
H 6.15764 4.12927 2.55357 -0.60 0.70 -0.37 0.335
H 7.01857 2.78866 -0.85948 -0.01 -0.13 -0.31 0.341
H 7.29966 4.29097 -1.78895 -0.49 0.18 0.12 0.432
H 8.29406 3.86330 -0.41135 0.00 0.23 0.10 0.365
H 4.67097 7.60271 2.52718 0.11 0.19 0.11 0.368
H 6.31433 8.13554 2.17591 -0.07 0.25 -0.49 0.358
H 6.07678 6.56806 2.72362 -0.24 -0.48 -0.16 0.368
H 7.90012 6.96555 -0.34165 -0.30 -0.14 -0.43 0.376
C -1.48073 -7.27083 -3.84100 -0.44 -1.27 0.09 -1.239
C -2.90351 -7.07774 -4.51604 1.50 -0.03 0.05 1.464
C -3.76203 -6.21595 -3.57286 -0.97 0.67 -1.06 -1.515
C -3.37403 -4.73358 -3.57685 0.56 -1.03 0.83 0.580
C -3.24705 -4.20375 -4.96721 -0.13 -0.06 -0.50 -1.883
C -2.38178 -5.03698 -5.98555 -1.25 1.82 0.83 2.385
N -2.82358 -6.41093 -5.90932 -1.19 -1.60 1.71 0.101
O -2.18896 -7.25675 -6.86740 -0.43 0.44 0.58 -0.503
C -2.74591 -4.51845 -7.33988 -0.74 1.58 -1.64 -1.920
C -0.91756 -4.80584 -5.74051 0.50 -0.83 0.24 -1.686
C -3.56142 -8.50296 -4.55041 0.53 1.21 -0.42 -1.834
H -1.56347 -8.10149 -3.14010 -0.38 -0.08 0.29 0.395
H -1.02404 -6.49823 -3.22244 -0.27 0.45 -0.50 0.029
H -0.73819 -7.71083 -4.50669 0.20 0.47 -0.44 0.323
H -4.77656 -6.31049 -3.95999 -0.29 0.15 -0.19 0.656
H -3.86910 -6.57975 -2.55096 0.64 -0.39 -0.01 -0.082
H -2.45128 -4.67730 -2.99937 0.27 0.39 0.03 -0.410
H -4.12249 -4.13254 -3.06046 -0.01 -0.07 0.24 0.636
H -2.89707 -3.17203 -4.93294 0.36 0.05 -0.17 0.329
H -4.28712 -4.11738 -5.28166 -0.04 -0.23 -0.70 0.548
H -3.79562 -4.23036 -7.39657 -0.41 -0.88 -0.05 0.451
H -2.35759 -3.52530 -7.56564 0.82 0.18 0.49 0.324
H -2.46734 -5.08103 -8.23095 -0.05 -0.54 0.41 0.341
H -0.51205 -3.80273 -5.87259 -0.50 0.10 -0.24 0.324
H -0.67760 -5.11409 -4.72292 0.41 -0.14 -0.27 0.202
H -0.50875 -5.46029 -6.51036 1.02 -0.01 0.31 0.464
H -4.53332 -8.47663 -5.04317 -0.08 0.11 0.20 0.458
H -3.63098 -8.74423 -3.48973 -0.33 -0.40 -0.15 0.376
H -2.96945 -9.25666 -5.06966 0.20 0.13 0.08 0.324
H -1.37106 -7.54944 -6.45877 0.53 -0.12 0.09 0.389
C -2.05341 5.18740 4.61787 0.03 -1.14 0.63 -1.686
C -2.42697 4.44381 6.00344 0.88 1.18 -2.93 1.401
C -1.59263 5.20035 7.04502 -0.19 -0.53 0.61 -1.461
C -2.01517 4.84121 8.48720 -1.57 1.37 -1.43 -0.770
C -3.54983 5.14892 8.64736 0.76 -0.67 0.23 -1.280
C -4.48164 4.68321 7.46953 -1.39 -1.11 0.11 1.558
N -3.88996 4.75811 6.08951 2.04 0.46 2.36 0.004
O -4.64650 4.16042 5.05308 0.29 -0.31 0.95 0.104
C -4.89418 3.16565 7.83767 0.04 0.62 -0.54 -1.588
C -5.75265 5.58762 7.40050 0.22 -0.90 0.50 -1.969
C -1.93414 2.94855 5.91934 -0.91 0.79 0.16 -1.531
H -2.44087 4.58308 3.79765 0.09 0.09 -0.15 -0.206
H -0.97752 5.31404 4.49735 0.22 -0.33 0.05 0.550
H -2.47067 6.19137 4.54013 -0.32 -0.09 0.34 0.594
H -0.53042 5.00979 6.89170 0.07 -0.76 -0.11 0.460
H -1.57455 6.26304 6.80325 -0.85 0.32 0.51 0.520
H -1.43606 5.46189 9.17092 -0.02 -0.52 0.35 0.394
H -2.00581 3.76862 8.68103 1.00 0.08 -0.03 0.367
H -3.77560 6.12612 9.07422 0.13 0.45 -0.81 0.434
H -3.77699 4.50598 9.49772 -0.62 -0.06 -0.01 0.367
H -4.00651 2.54674 7.96839 0.17 0.11 -0.10 0.398
H -5.46998 3.02391 8.75226 0.03 0.65 0.22 0.471
H -5.50693 2.67922 7.07871 0.14 0.26 -0.38 0.260
H -6.30545 5.54358 8.33888 -0.05 -0.21 0.11 0.449
H -5.56181 6.64853 7.23875 0.41 -0.14 -0.30 0.398
H -6.39617 5.18166 6.62000 -0.11 0.22 -0.03 0.399
H -2.14698 2.44166 6.86055 -0.07 -0.18 -0.12 0.486
H -0.85888 2.87061 5.75857 0.03 0.39 -0.03 0.394
H -2.41710 2.43002 5.09110 -0.19 -0.07 0.11 0.195
H -5.02180 4.93763 4.63274 -0.28 0.04 -0.50 0.320
C 7.08901 -3.57543 3.32426 -0.50 -0.60 -0.71 -2.216
C 6.26761 -2.28679 3.37246 0.60 0.19 1.37 1.107
C 7.36364 -1.20487 3.58658 -0.60 0.59 -0.27 -1.282
C 6.82587 0.19671 3.33630 -0.81 -0.42 -0.44 -1.320
C 6.00279 0.35283 2.02764 -0.50 -0.03 1.48 -1.314
C 4.85970 -0.71268 1.84132 2.16 -0.08 -0.04 2.698
N 5.41833 -2.04769 2.19942 2.40 2.65 0.29 1.282
O 4.52705 -3.02689 1.94449 -1.26 -1.44 -0.01 0.465
C 3.59203 -0.27149 2.63783 0.66 -1.57 0.52 -1.804
C 4.66101 -0.74299 0.35227 -1.36 0.74 -0.95 -0.586
C 5.43007 -2.33572 4.66559 0.22 -0.30 0.03 -1.132
H 6.41839 -4.43417 3.29365 0.10 -0.21 0.00 0.304
H 7.74496 -3.67238 4.18938 -0.29 0.18 0.24 0.496
H 7.76750 -3.62348 2.47254 -0.19 0.10 -0.30 0.442
H 7.62036 -1.27215 4.64378 0.10 -0.01 0.06 0.497
H 8.30698 -1.38735 3.07189 -0.22 -0.21 -0.55 0.434
H 7.62369 0.93636 3.40341 -0.15 0.15 0.05 0.627
H 6.10431 0.33878 4.14082 0.11 0.55 0.24 0.268
H 6.63407 0.52737 1.15636 -0.04 -0.53 -0.12 0.504
H 5.39288 1.24758 2.15222 0.31 0.46 -0.17 0.230
H 2.94452 0.52090 2.26240 0.69 0.46 -0.16 0.171
H 2.91372 -1.11105 2.78994 0.02 -0.38 -0.34 0.282
H 3.98323 -0.12210 3.64418 -0.45 0.84 0.07 0.266
H 4.73804 0.26752 -0.04902 -0.29 0.22 0.01 -0.361
H 5.36266 -1.29721 -0.27113 0.24 -0.38 0.54 0.404
H 3.63477 -1.04658 0.14548 -0.20 -0.26 -0.36 -0.620
H 6.05769 -2.53370 5.53450 0.18 0.28 0.04 0.394
H 4.76280 -3.19760 4.66374 -0.48 0.26 -0.30 0.228
H 4.91517 -1.38607 4.81102 -0.20 -0.34 0.24 0.115
H 4.84219 -3.32617 1.08851 -0.48 -1.06 -0.37 -0.643
C -1.30731 -2.22192 -0.09850 -0.09 0.76 1.16 -2.234
C -0.93644 -0.78079 -0.57513 0.97 0.57 -0.84 3.571
C -2.17510 -0.20061 -1.34825 0.11 0.06 -1.01 -2.065
C -2.21131 1.32048 -1.50088 1.56 -0.05 0.99 0.358
C -1.88597 2.02462 -0.19118 -0.86 0.29 0.31 -0.219
C -0.57975 1.61796 0.54760 -0.99 -1.74 -1.67 3.455
N -0.59428 0.09675 0.62068 -4.17 0.15 -1.54 -0.134
O 0.33482 -0.49679 1.43311 1.35 0.64 0.43 0.141
C 0.61032 2.13920 -0.23861 0.19 0.40 -0.91 0.174
C -0.65692 2.19254 1.92525 -0.32 -0.31 1.28 -1.825
C 0.26077 -0.85536 -1.61326 -0.93 -0.69 0.23 -0.709
H -0.63965 -2.62641 0.66223 0.42 0.27 -0.08 0.319
H -1.41679 -3.02765 -0.82439 0.11 0.55 -0.63 -0.070
H -2.25667 -2.13405 0.42981 -0.19 -0.03 -0.05 0.691
H -2.11708 -0.43793 -2.41052 0.62 -0.82 -0.21 0.322
H -3.11903 -0.70847 -1.15029 -0.13 0.32 1.09 0.187
H -3.07684 1.71088 -2.03617 -0.03 -0.12 0.37 0.999
H -1.35415 1.52773 -2.14152 -0.08 0.23 -0.44 -1.348
H -2.75875 1.92730 0.45449 0.04 -0.43 0.53 -0.521
H -1.85650 3.10603 -0.32454 0.35 0.25 -0.31 -0.035
H 0.69192 1.80267 -1.27214 -0.05 -0.98 0.30 -0.892
H 0.48201 3.17935 -0.53815 0.20 0.62 1.07 -0.301
H 1.56457 1.95004 0.25304 0.16 0.28 -0.05 -0.194
H 0.18762 1.92275 2.55934 0.38 0.43 -0.19 -0.217
H -0.85416 3.26453 1.93033 0.47 0.14 -0.18 -0.281
H -1.49586 1.77485 2.48186 -0.29 -0.26 -0.22 0.523
H 0.43441 0.05858 -2.18131 -0.02 0.03 0.23 -0.592
H -0.04896 -1.61482 -2.33116 0.00 -0.08 -0.26 0.934
H 1.20301 -1.23325 -1.21642 -0.02 0.28 0.42 -0.956
H 1.05129 0.11695 1.25535 1.34 -0.60 0.41 -0.044
```
Forces are in eV/Å.